(1)
The following is a quantum chemistry calculation of C40H31F9N4O2PPtS as an isolated structure at a distorted geometry, from the OMol25 dataset.

Atoms and positions in Å:
Pt: -0.435484 0.320154 -0.548631
C: -3.736038 -4.035793 -0.521881
N: -3.341521 -2.639154 -0.546764
C: -4.137180 -1.558269 -0.265851
C: -3.361616 -0.451321 -0.417175
N: -2.097837 -0.847756 -0.786168
C: -2.124223 -2.171522 -0.853173
H: -4.734522 -4.118137 -0.103715
H: -3.044053 -4.612968 0.089036
H: -3.740592 -4.457558 -1.526189
H: -5.166931 -1.667818 0.024550
H: -3.610383 0.588013 -0.292476
H: -1.297825 -2.800107 -1.130528
F: 1.282908 -4.606039 5.471683
C: 0.844917 -3.365986 5.221810
F: 1.541133 -2.523209 6.008773
F: -0.439939 -3.296798 5.620321
C: 0.985535 -2.988727 3.772391
C: 0.388076 -1.815562 3.335084
C: 0.518593 -1.433339 2.013703
C: 1.256602 -2.203303 1.108204
C: 1.832468 -3.388120 1.566749
C: 1.704954 -3.776727 2.892791
P: 1.347089 -1.708848 -0.678741
C: 2.241025 -3.146604 -1.396297
C: 1.519010 -4.059382 -2.158614
C: 2.127576 -5.199472 -2.663390
C: 3.469401 -5.416592 -2.405763
C: 4.208014 -4.500982 -1.662941
C: 3.597524 -3.367159 -1.161742
C: 4.164738 -6.651727 -2.913670
F: 3.359676 -7.415592 -3.663046
F: 4.604802 -7.406521 -1.890068
F: 5.237213 -6.334198 -3.657506
C: 2.659203 -0.447882 -0.769440
C: 3.430962 -0.300968 -1.862530
C: 3.970830 0.983248 -2.285259
C: 3.828458 2.054891 -1.504447
C: 3.194813 1.983190 -0.163235
C: 2.436641 0.693826 0.173359
C: 3.653299 3.462897 -1.959124
F: 4.168622 4.368635 -1.089274
F: 4.111478 3.751925 -3.159876
F: 1.739134 3.455130 -3.761822
H: -0.187915 -1.213851 4.025985
H: 0.030260 -0.523439 1.680043
H: 2.388145 -4.024142 0.894371
H: 2.160841 -4.695188 3.235103
H: 0.472449 -3.875634 -2.370177
H: 1.563806 -5.909766 -3.251287
H: 5.258034 -4.683073 -1.475521
H: 4.175189 -2.660451 -0.581992
H: 3.536543 -1.127431 -2.556210
H: 4.334087 1.079452 -3.299545
H: 3.750585 2.476323 0.628998
H: 2.452871 0.390284 1.221010
S: 1.725278 3.634526 -1.873006
C: 1.824339 2.519827 -0.534821
N: 1.188954 1.379767 -0.240900
C: -4.520494 5.153208 1.459591
O: -3.402735 4.754879 0.678817
C: -3.626879 4.078881 -0.463305
C: -4.872794 3.601783 -0.851545
C: -5.033257 2.970389 -2.074546
C: -3.958791 2.821964 -2.936981
C: -2.712573 3.286408 -2.558827
C: -2.526022 3.887055 -1.321781
N: -1.241582 4.410072 -1.023199
C: -0.561038 4.493956 0.112688
C: -0.630725 3.743685 1.301590
C: 0.012073 4.304742 2.434556
C: -0.051337 3.721631 3.665682
C: -0.790323 2.536332 3.826490
C: -1.360022 1.919398 2.746577
C: -1.256964 2.453639 1.435272
O: -1.728095 1.776475 0.436652
H: -4.117452 5.781352 2.249087
H: -5.019913 4.290494 1.906129
H: -5.235052 5.727576 0.866450
H: -5.727497 3.733268 -0.202817
H: -6.011953 2.606421 -2.357576
H: -4.094132 2.352847 -3.901647
H: -1.858405 3.175610 -3.217104
H: -0.811533 4.877524 -1.812256
H: 0.174727 5.288575 0.102568
H: 0.524222 5.252547 2.311527
H: 0.440624 4.170768 4.516843
H: -0.906284 2.112692 4.816346
H: -1.925812 1.000861 2.853547

Atoms 1-3, force components in eV/Å:
Pt -0.8 -0.3 0.1
C 0.0 -0.3 -0.1
N 0.2 0.1 -0.1

## Properties
gap between HOMO and LUMO (spin up / spin down) = 5.4 / 5.4 eV
lowest unoccupied orbital energy (spin up / spin down) = -4.03 / -4.02 eV
HOMO level (spin up / spin down) = -9.4 / -9.4 eV
charge = +1

Mulliken population analysis, charges in e, atoms 1 to 4: 1.354, -0.837, 0.192, -0.704



(2)
The following is a quantum chemistry calculation of C3H5NOS in the gas phase at a distorted geometry, from the OMol25 dataset.

Atoms and positions in Å:
C: -1.210242 0.439171 -0.202181
C: 0.243691 0.598527 -0.473208
C: 1.087916 -0.141896 0.656901
H: -2.684407 -0.977328 0.523035
H: 0.557550 1.708039 -0.441056
H: 1.954762 0.263294 1.069718
H: 0.512467 -1.130930 1.149202
H: 2.016014 -0.119147 -1.216224
N: 1.092203 -0.531347 -0.747507
O: -2.142676 1.276080 -0.100116
S: -1.427274 -1.384462 -0.218562

Atoms 1-3, force components in eV/Å:
C -2.1 0.5 -1.4
C 0.7 3.3 3.6
C -3.5 -4.0 -0.7

## Properties
gap between HOMO and LUMO = 10.3 eV
lowest unoccupied orbital energy = 0.69 eV
HOMO level = -9.6 eV
SMILES = O=C(S)[C@H]1CN1

Mulliken population analysis, charges in e, atoms 1 to 4: 0.405, -0.058, -0.317, 0.185